[1]
{
  "formula": "C36H86N8O14",
  "method": "ωB97M-V/def2-TZVPD",
  "smiles": "CNC(C)=O.CNC(C)=O.CNC(C)=O.CNC(C)=O.CNC(C)=O.CNC(C)=O.CNC(C)=O.CNC(C)=O.COCCOC.COCCOC.COCCOC",
  "e_above_lowest_ev": 4.050,
  "mol_weight_g_mol": 855.13,
  "energy_ha": -2914.50362,
  "homo_energy_ev": -8.79,
  "species": ["C", "O", "C", "C", "O", "C", "H", "H", "H", "H", "H", "H", "H", "H", "H", "H", "C", "O", "C", "C", "O", "C", "H", "H", "H", "H", "H", "H", "H", "H", "H", "H", "C", "O", "C", "C", "O", "C", "H", "H", "H", "H", "H", "H", "H", "H", "H", "H", "C", "C", "O", "N", "C", "H", "H", "H", "H", "H", "H", "H", "C", "C", "O", "N", "C", "H", "H", "H", "H", "H", "H", "H", "C", "C", "O", "N", "C", "H", "H", "H", "H", "H", "H", "H", "C", "C", "O", "N", "C", "H", "H", "H", "H", "H", "H", "H", "C", "C", "O", "N", "C", "H", "H", "H", "H", "H", "H", "H", "C", "C", "O", "N", "C", "H", "H", "H", "H", "H", "H", "H", "C", "C", "O", "N", "C", "H", "H", "H", "H", "H", "H", "H", "C", "C", "O", "N", "C", "H", "H", "H", "H", "H", "H", "H"],
  "xyz": [[1.4666, 1.9944, 1.8153], [1.6624, 0.8205, 0.9853], [1.1910, 0.9028, -0.3549], [1.7843, -0.2367, -1.2400], [1.3246, -1.5695, -0.8860], [-0.0344, -1.8081, -1.1820], [1.9358, 2.9080, 1.4501], [1.7447, 1.7268, 2.8346], [0.3906, 2.1635, 1.7738], [1.4216, 1.8989, -0.7325], [0.1031, 0.9115, -0.4230], [2.8643, -0.2747, -1.0972], [1.5913, -0.0218, -2.2910], [-0.7022, -1.0184, -0.8377], [-0.2516, -2.8218, -0.8452], [-0.2082, -1.7568, -2.2568], [-3.5806, 6.2343, 3.1412], [-4.0190, 5.7970, 1.8638], [-3.0453, 5.1238, 1.1845], [-2.4995, 3.8010, 1.8310], [-3.5886, 3.1840, 2.5231], [-3.3466, 1.8082, 2.8437], [-4.2612, 5.9633, 3.9483], [-3.5549, 7.3236, 3.1137], [-2.5640, 5.9517, 3.4147], [-2.2778, 5.8388, 0.8881], [-3.5378, 4.8072, 0.2651], [-1.7225, 4.0778, 2.5435], [-2.0503, 3.2602, 0.9980], [-3.1078, 1.0830, 2.0657], [-4.3002, 1.5116, 3.2806], [-2.5227, 1.8386, 3.5567], [0.3152, 6.3195, 3.9716], [0.7897, 4.9974, 3.7194], [1.9776, 4.6816, 4.5375], [3.3538, 5.1289, 3.9960], [3.5001, 6.5569, 3.9597], [4.7478, 7.0614, 4.4619], [-0.3061, 6.5917, 3.1183], [1.0890, 7.0858, 3.9257], [-0.3437, 6.5113, 4.8185], [2.0929, 3.6143, 4.7263], [2.0358, 5.0844, 5.5487], [3.4618, 4.6296, 3.0332], [4.1371, 4.6841, 4.6098], [4.6750, 8.0732, 4.8607], [5.4285, 7.0621, 3.6105], [5.2309, 6.5777, 5.3108], [-4.8950, -6.4901, 2.9514], [-3.4411, -5.8869, 2.7797], [-2.8304, -5.6060, 3.7592], [-2.9927, -5.7624, 1.5653], [-1.6190, -5.4352, 1.3381], [-5.6194, -5.8447, 2.4547], [-5.1866, -6.4676, 4.0015], [-4.8068, -7.4694, 2.4809], [-3.6955, -5.6130, 0.8556], [-0.9308, -5.6111, 2.1648], [-1.5987, -4.3509, 1.2289], [-1.1662, -5.7756, 0.4068], [-4.0399, -2.2379, -0.6485], [-4.6456, -3.6160, -0.6484], [-5.0542, -4.0901, 0.3969], [-4.8054, -4.1554, -1.8608], [-5.5543, -5.4379, -2.1211], [-4.6660, -1.4407, -1.0493], [-3.1618, -2.0676, -1.2716], [-3.7909, -1.9835, 0.3817], [-4.6156, -3.6677, -2.7246], [-5.1333, -6.0701, -2.9030], [-6.5720, -5.2041, -2.4335], [-5.6532, -6.0240, -1.2074], [-0.2585, 2.6309, -5.0690], [-1.1260, 2.4569, -3.7941], [-0.5864, 2.0477, -2.7573], [-2.4282, 2.7311, -3.8391], [-3.3125, 2.4661, -2.6967], [-0.9069, 2.6078, -5.9449], [0.4837, 1.8446, -5.2064], [0.2172, 3.6059, -4.9634], [-2.6294, 3.5196, -4.4373], [-3.0552, 1.4906, -2.2840], [-4.3999, 2.4730, -2.7724], [-3.2934, 3.3662, -2.0822], [-4.5835, -0.2699, -4.5135], [-3.6186, -1.4059, -4.5514], [-3.7637, -2.3546, -3.8254], [-2.5443, -1.2471, -5.3063], [-1.3168, -2.0000, -5.3017], [-4.8231, -0.2667, -3.4502], [-5.4835, -0.6891, -4.9634], [-4.3011, 0.7061, -4.9083], [-2.6333, -0.8439, -6.2281], [-1.5504, -3.0646, -5.2859], [-0.5727, -1.8232, -4.5251], [-0.7655, -1.7756, -6.2148], [2.7174, -1.0452, -5.3491], [2.3010, -2.5236, -5.7084], [1.6037, -2.8637, -6.6649], [2.7339, -3.4293, -4.8502], [2.7002, -4.8555, -5.0210], [2.1842, -0.3959, -6.0435], [3.7540, -0.7884, -5.5673], [2.5940, -0.7805, -4.2989], [3.0037, -3.1378, -3.9216], [1.9683, -5.4739, -4.5015], [3.6883, -5.1787, -4.6934], [2.6024, -5.1765, -6.0580], [-1.5124, 2.3246, 6.2477], [-0.7018, 1.1216, 5.6686], [0.3717, 1.4639, 5.1975], [-1.2094, -0.1359, 5.6636], [-0.3200, -1.1878, 5.0696], [-2.5622, 2.0685, 6.1052], [-1.3624, 3.2861, 5.7566], [-1.2093, 2.3294, 7.2947], [-2.2127, -0.2182, 5.7456], [-0.1437, -1.1018, 3.9974], [-0.7700, -2.1725, 5.1962], [0.6081, -1.2644, 5.6362], [5.8131, 0.6438, -3.2760], [7.0083, 0.1166, -4.0342], [7.7501, 0.8137, -4.6931], [7.2431, -1.1716, -3.9041], [8.5247, -1.8259, -4.2792], [5.0868, 0.9086, -4.0444], [6.1266, 1.5440, -2.7474], [5.2972, -0.0181, -2.5804], [6.4723, -1.8009, -3.7313], [8.3617, -2.7718, -4.7957], [9.1917, -2.1184, -3.4682], [9.0926, -1.2444, -5.0054], [1.8423, -3.1563, 3.0461], [3.2086, -3.0810, 3.7593], [3.3155, -3.5999, 4.8575], [4.2027, -2.5120, 3.1343], [4.0647, -1.6144, 2.0481], [0.9541, -3.6399, 3.4527], [2.0188, -3.8918, 2.2613], [1.6245, -2.1940, 2.5827], [4.9913, -2.3172, 3.7346], [3.4403, -1.8288, 1.1807], [5.0661, -1.3722, 1.6922], [3.7118, -0.7133, 2.5496]],
  "lowdin_charge": [-0.062, -0.208, -0.205, -0.151, -0.199, -0.104, 0.082, 0.077, 0.075, 0.116, 0.096, 0.110, 0.097, 0.076, 0.090, 0.063, -0.088, -0.161, -0.237, -0.182, -0.176, -0.080, 0.093, 0.086, 0.062, 0.123, 0.109, 0.101, 0.114, 0.082, 0.092, 0.068, -0.122, -0.173, -0.166, -0.199, -0.189, -0.102, 0.070, 0.079, 0.085, 0.106, 0.122, 0.112, 0.117, 0.081, 0.085, 0.081, 0.012, -0.606, 0.056, 0.010, -0.074, 0.058, 0.072, 0.071, 0.106, 0.085, 0.072, 0.080, -0.002, -0.563, 0.022, 0.041, -0.038, 0.077, 0.057, 0.083, 0.082, 0.075, 0.076, 0.072, 0.012, -0.533, 0.020, 0.007, -0.064, 0.068, 0.069, 0.083, 0.141, 0.088, 0.079, 0.076, 0.010, -0.577, 0.047, 0.021, -0.065, 0.079, 0.092, 0.076, 0.143, 0.093, 0.065, 0.078, 0.015, -0.530, 0.021, -0.002, -0.073, 0.071, 0.066, 0.053, 0.137, 0.084, 0.082, 0.089, 0.000, -0.559, 0.016, 0.030, -0.055, 0.060, 0.073, 0.080, 0.130, 0.070, 0.081, 0.089, 0.001, -0.604, 0.051, 0.015, -0.053, 0.073, 0.090, 0.066, 0.129, 0.074, 0.077, 0.080, 0.001, -0.574, 0.027, 0.003, -0.089, 0.079, 0.081, 0.061, 0.153, 0.082, 0.087, 0.090]
}



[2]
{
  "formula": "C4H6O5Pr",
  "method": "ωB97M-V/def2-TZVPD",
  "s_squared": 3.752,
  "total_charge": 2,
  "mol_weight_g_mol": 275.00,
  "energy_ha": -1048.40276,
  "multiplicity": 4,
  "homo_energy_ev": [-14.01, -14.01],
  "species": ["O", "C", "O", "O", "H", "Pr", "H", "C", "C", "O", "C", "O", "H", "H", "H", "H"],
  "xyz": [[-1.6589, -1.2149, -2.4716], [-0.7959, -1.3312, -1.4929], [-1.1866, -1.7985, -0.3521], [0.1928, -0.5622, -1.6091], [-2.5375, -1.5418, -2.2340], [-2.5571, -4.0757, 0.3354], [-0.5506, -0.8980, 0.6764], [1.3176, -0.0021, -0.2043], [0.5750, 0.1077, 1.0272], [0.1790, 1.4141, 1.3656], [1.0041, 2.4159, 1.1488], [0.3472, 3.4913, 1.5065], [1.9562, -0.8904, -0.1982], [1.7278, 0.9193, -0.6212], [1.1341, -0.3043, 1.8754], [0.8526, 4.2709, 1.2481]],
  "lowdin_charge": [0.205, -0.631, -0.190, 0.100, 0.134, 1.845, 0.235, 0.125, -0.207, -0.072, -0.141, 0.095, 0.130, 0.115, 0.137, 0.119]
}



[3]
{
  "formula": "C2H9N2",
  "method": "ωB97M-V/def2-TZVPD",
  "e_above_lowest_ev": 0.433,
  "s_squared": 0.753,
  "mol_weight_g_mol": 61.11,
  "energy_ha": -191.01807,
  "multiplicity": 2,
  "homo_energy_ev": [-4.91, -9.07],
  "species": ["C", "H", "H", "H", "H", "N", "C", "N", "H", "H", "H", "H", "H"],
  "xyz": [[-0.6080, -4.2535, 4.2168], [-0.7703, -3.7656, 3.2675], [0.4585, -4.2799, 4.4563], [-1.1582, -3.8216, 5.0500], [-0.7374, -5.3340, 4.2917], [0.6571, 1.8113, -3.5245], [0.6349, 3.0399, -2.8817], [-0.2615, 3.3516, -1.8947], [-0.1918, 1.3013, -3.4627], [1.5248, 1.3385, -3.6822], [1.5699, 3.5762, -2.9319], [0.0373, 4.0657, -1.2478], [-1.1553, 2.9702, -1.6567]],
  "lowdin_charge": [-0.054, 0.013, 0.013, 0.014, 0.014, 0.008, -0.356, 0.009, 0.056, 0.062, 0.083, 0.068, 0.069]
}



[4]
{
  "formula": "C3H7NO2",
  "method": "ωB97M-V/def2-TZVPD",
  "e_above_lowest_ev": 5.049,
  "mol_weight_g_mol": 89.09,
  "energy_ha": -323.59542,
  "homo_energy_ev": -8.97,
  "species": ["C", "N", "C", "O", "C", "O", "H", "H", "H", "H", "H", "H", "H"],
  "xyz": [[2.0294, 0.1738, -0.2943], [0.5884, 0.0495, -0.3884], [-0.2429, 0.2634, 0.6453], [-0.0069, 0.5300, 1.7973], [-1.9568, -0.4398, 0.1731], [-2.2204, -0.0521, -1.0739], [2.4019, 0.9120, -1.0103], [2.2663, 0.4996, 0.7203], [2.5136, -0.7888, -0.4855], [0.1408, -0.1842, -1.2697], [-2.5548, -0.0593, 1.0195], [-1.6237, -1.4798, 0.3588], [-1.3349, 0.5755, -0.1921]],
  "lowdin_charge": [-0.047, 0.011, -0.442, 0.085, -0.252, -0.181, 0.089, 0.089, 0.089, 0.144, 0.124, 0.130, 0.160]
}



[5]
{
  "formula": "C24H44N2",
  "method": "ωB97M-V/def2-TZVPD",
  "smiles": "CCCCCCCCCCCCCCCCCCCC[C@@H](C#N)CC#N",
  "mol_weight_g_mol": 360.63,
  "energy_ha": -1050.30135,
  "homo_energy_ev": -10.46,
  "species": ["C", "C", "C", "C", "C", "C", "C", "C", "C", "C", "C", "C", "C", "C", "C", "C", "C", "C", "C", "C", "C", "C", "N", "C", "C", "N", "H", "H", "H", "H", "H", "H", "H", "H", "H", "H", "H", "H", "H", "H", "H", "H", "H", "H", "H", "H", "H", "H", "H", "H", "H", "H", "H", "H", "H", "H", "H", "H", "H", "H", "H", "H", "H", "H", "H", "H", "H", "H", "H", "H"],
  "xyz": [[1.1443, -0.1318, 3.5617], [1.5682, -1.1183, 2.5073], [2.8068, -1.8528, 2.9184], [3.3062, -2.9427, 1.9666], [2.8361, -2.8798, 0.5264], [1.5770, -3.6888, 0.2273], [0.5338, -2.9112, -0.5250], [-0.6785, -3.7197, -0.8851], [-1.7713, -2.9058, -1.5705], [-3.1646, -3.0822, -0.9601], [-3.8892, -1.7767, -0.7671], [-3.3635, -0.9616, 0.3755], [-4.2047, 0.2766, 0.6038], [-4.0494, 1.3331, -0.4888], [-3.3356, 2.6294, -0.1044], [-2.2759, 2.5336, 0.9852], [-1.0333, 3.3279, 0.6175], [-0.1145, 2.5490, -0.2723], [1.2757, 3.1516, -0.4218], [1.5925, 3.7014, -1.8089], [2.6424, 2.8641, -2.4995], [2.5109, 2.9576, -3.9075], [2.4101, 3.0283, -5.1192], [4.0667, 3.2866, -2.1031], [4.8775, 2.1849, -1.7520], [5.5774, 1.2408, -1.4523], [1.1186, -0.6162, 4.5172], [0.1718, 0.2670, 3.3696], [1.8622, 0.6603, 3.6245], [1.7954, -0.5673, 1.6177], [0.7755, -1.7972, 2.2574], [3.5877, -1.1580, 3.1419], [2.5728, -2.3262, 3.8539], [3.0515, -3.8886, 2.3927], [4.3756, -2.8895, 1.9508], [3.6320, -3.2868, -0.0583], [2.7013, -1.8713, 0.1880], [1.1824, -4.1107, 1.1315], [1.8434, -4.5032, -0.4167], [0.1984, -2.0548, 0.0330], [0.9928, -2.5305, -1.4206], [-1.0540, -4.1682, 0.0078], [-0.3653, -4.4891, -1.5583], [-1.8074, -3.2241, -2.5896], [-1.5255, -1.8637, -1.5184], [-3.7423, -3.7138, -1.6025], [-3.0696, -3.6067, -0.0279], [-4.9316, -1.9812, -0.6091], [-3.8178, -1.2300, -1.6897], [-2.3564, -0.6724, 0.1468], [-3.3709, -1.5973, 1.2420], [-5.2232, -0.0533, 0.5890], [-4.0348, 0.6893, 1.5778], [-5.0276, 1.5882, -0.8401], [-3.5379, 0.9175, -1.3305], [-2.8380, 2.9816, -0.9865], [-4.0401, 3.3922, 0.1416], [-2.6757, 2.9568, 1.8811], [-1.9764, 1.5217, 1.1591], [-1.3157, 4.2475, 0.1398], [-0.5030, 3.5695, 1.5175], [-0.0175, 1.5709, 0.1532], [-0.5770, 2.4185, -1.2325], [1.9839, 2.3797, -0.2170], [1.4093, 3.9160, 0.3134], [1.9138, 4.7229, -1.7235], [0.7085, 3.7121, -2.4065], [2.5134, 1.8336, -2.2364], [4.0274, 3.9287, -1.2480], [4.5451, 3.8329, -2.8879]],
  "lowdin_charge": [-0.099, -0.284, -0.209, -0.190, -0.202, -0.206, -0.238, -0.206, -0.184, -0.201, -0.230, -0.215, -0.202, -0.180, -0.186, -0.199, -0.218, -0.202, -0.169, -0.153, -0.328, -0.173, 0.159, -0.144, -0.202, 0.148, 0.068, 0.058, 0.071, 0.090, 0.103, 0.107, 0.103, 0.099, 0.098, 0.100, 0.095, 0.108, 0.108, 0.094, 0.120, 0.102, 0.107, 0.103, 0.091, 0.102, 0.098, 0.112, 0.109, 0.096, 0.116, 0.099, 0.100, 0.101, 0.095, 0.092, 0.103, 0.106, 0.089, 0.116, 0.107, 0.101, 0.109, 0.100, 0.107, 0.119, 0.110, 0.146, 0.126, 0.130]
}